Below is 23 unconnected molecules or ions with the total composition C75H172N23O23 at a distorted geometry, with properties calculated with ωB97M-V with the def2-TZVPD basis set.

electronic energy = -5950.47214 a.u.
total charge = +1
max |F| = 0.1229 Eh/bohr
M = 1764.34 g mol⁻¹
spin multiplicity = 1

```
293
Properties=species:S:1:pos:R:3:lowdin_charge:R:1
C 0.931 1.558 -3.200 -0.02
C 0.419 0.558 -2.202 -0.37
C 1.328 -0.707 -2.206 -0.08
C 1.177 -1.470 -0.891 -0.15
C 1.571 -0.687 0.373 -0.09
C 0.659 0.508 0.520 -0.44
N 0.476 1.229 -0.794 0.09
O 0.401 2.508 -0.829 0.16
C 1.204 1.448 1.584 0.01
C -0.742 0.060 0.852 0.00
C -1.093 0.320 -2.275 0.02
H 1.184 0.959 -4.072 0.08
H 1.897 2.005 -2.869 0.08
H 0.342 2.416 -3.365 0.07
H 2.336 -0.364 -2.279 0.08
H 1.010 -1.321 -3.078 0.14
H 1.833 -2.308 -1.008 0.07
H 0.122 -1.785 -0.830 0.09
H 2.656 -0.472 0.405 0.13
H 1.391 -1.248 1.304 0.10
H 0.595 2.325 1.863 0.09
H 2.174 1.954 1.330 0.08
H 1.323 0.858 2.531 0.10
H -0.748 -0.341 1.864 0.10
H -1.380 -0.566 0.204 0.08
H -1.415 0.963 0.910 0.09
H -1.632 1.122 -1.742 0.09
H -1.558 -0.579 -1.942 0.05
H -1.366 0.560 -3.318 0.08
C 1.786 4.399 -5.547 -0.30
O 0.704 3.882 -5.813 -0.02
N 2.845 4.543 -6.440 -0.17
C 4.097 5.185 -6.080 -0.06
C 2.810 3.631 -7.596 -0.05
H 2.106 4.944 -4.623 0.12
H 4.046 5.558 -5.091 0.04
H 4.387 6.024 -6.673 0.08
H 4.969 4.464 -5.984 0.10
H 3.037 2.547 -7.335 0.10
H 1.869 3.733 -8.127 0.08
H 3.650 3.845 -8.217 0.07
C 6.377 -2.630 -0.946 -0.39
O 7.459 -2.137 -1.253 -0.01
N 5.338 -2.648 -1.736 -0.18
C 5.441 -2.074 -3.105 0.03
C 4.058 -2.681 -1.181 -0.09
H 6.209 -3.073 0.096 0.16
H 6.467 -2.165 -3.428 0.09
H 5.199 -1.016 -2.975 0.08
H 4.706 -2.612 -3.673 0.08
H 3.589 -1.779 -1.467 0.05
H 3.519 -3.533 -1.567 0.08
H 3.998 -2.797 -0.104 0.07
C -3.202 -1.957 -3.593 -0.34
O -4.121 -1.541 -2.919 0.00
N -2.963 -1.708 -4.917 -0.15
C -1.978 -2.465 -5.674 -0.04
C -3.911 -0.824 -5.594 -0.03
H -2.490 -2.685 -3.136 0.13
H -1.169 -2.878 -5.063 0.08
H -1.570 -1.877 -6.488 0.07
H -2.456 -3.339 -6.189 0.10
H -3.626 -0.625 -6.622 0.08
H -4.912 -1.209 -5.519 0.10
H -3.813 0.157 -5.140 0.05
C -2.492 3.044 -4.929 -0.31
O -2.869 2.041 -4.338 -0.03
N -3.190 3.581 -5.960 -0.18
C -4.248 2.809 -6.642 -0.02
C -2.589 4.682 -6.623 -0.10
H -1.483 3.514 -4.739 0.13
H -5.220 3.284 -6.664 0.09
H -4.443 1.891 -6.112 0.05
H -3.946 2.703 -7.671 0.08
H -2.035 4.540 -7.566 0.09
H -3.454 5.324 -6.925 0.10
H -1.924 5.249 -5.905 0.10
C 1.817 -3.696 -5.571 -0.30
O 1.816 -3.738 -4.363 -0.02
N 1.063 -4.607 -6.322 -0.20
C 1.372 -4.994 -7.687 -0.06
C 0.451 -5.650 -5.557 -0.07
H 2.501 -2.989 -6.156 0.15
H 0.462 -5.429 -8.127 0.09
H 2.170 -5.736 -7.650 0.09
H 1.635 -4.030 -8.205 0.09
H 0.258 -5.272 -4.569 0.07
H -0.529 -5.803 -5.903 0.07
H 0.993 -6.595 -5.582 0.11
C -5.676 -1.532 3.464 -0.35
O -5.740 -0.840 2.472 -0.02
N -4.523 -1.761 4.144 -0.17
C -3.286 -1.308 3.589 -0.06
C -4.383 -2.642 5.298 -0.03
H -6.552 -1.936 3.928 0.13
H -2.813 -0.568 4.251 0.06
H -3.590 -0.790 2.631 0.10
H -2.486 -2.091 3.492 0.10
H -4.153 -2.005 6.130 0.07
H -5.274 -3.219 5.538 0.09
H -3.513 -3.303 5.253 0.07
C -1.337 5.009 2.317 -0.34
O -0.166 5.386 2.384 -0.01
N -2.299 5.532 3.050 -0.15
C -3.675 5.177 3.068 -0.07
C -2.137 6.757 3.857 -0.03
H -1.651 4.226 1.676 0.12
H -4.254 6.037 2.911 0.08
H -3.905 4.795 4.027 0.07
H -3.903 4.425 2.270 0.09
H -2.221 7.710 3.322 0.10
H -2.805 6.751 4.721 0.10
H -1.163 6.827 4.356 0.06
C -2.954 -2.867 -0.548 -0.27
O -1.778 -2.891 -1.010 -0.07
N -3.421 -3.618 0.473 -0.18
C -4.787 -3.509 0.842 -0.06
C -2.633 -4.683 1.094 -0.02
H -3.772 -2.229 -0.955 0.12
H -5.244 -4.488 0.860 0.09
H -5.443 -2.756 0.310 0.12
H -4.788 -3.262 1.930 0.08
H -1.569 -4.480 0.812 0.08
H -2.731 -4.599 2.187 0.09
H -3.081 -5.628 0.879 0.08
C -6.087 1.401 -3.351 -0.32
O -6.155 2.119 -4.347 -0.02
N -6.923 1.465 -2.283 -0.20
C -7.849 2.528 -2.164 -0.05
C -6.717 0.544 -1.218 -0.03
H -5.391 0.589 -3.322 0.10
H -8.875 2.153 -2.042 0.10
H -7.760 3.126 -3.062 0.09
H -7.645 3.108 -1.263 0.09
H -7.651 -0.010 -1.111 0.10
H -5.902 -0.141 -1.435 0.09
H -6.584 1.182 -0.386 0.07
C 5.201 1.592 -2.094 -0.33
O 4.140 1.232 -1.622 0.00
N 5.315 1.900 -3.405 -0.19
C 6.572 2.264 -4.004 -0.03
C 4.160 1.763 -4.187 -0.06
H 6.170 1.729 -1.596 0.13
H 6.484 3.313 -4.405 0.10
H 6.790 1.508 -4.748 0.10
H 7.325 2.318 -3.267 0.07
H 4.442 1.649 -5.222 0.08
H 3.522 0.921 -3.855 0.09
H 3.580 2.713 -4.320 0.10
C -3.921 3.031 -1.283 -0.32
O -3.377 2.532 -0.261 -0.05
N -4.208 4.289 -1.524 -0.16
C -4.906 4.682 -2.730 -0.03
C -3.795 5.312 -0.550 -0.01
H -4.149 2.396 -2.168 0.12
H -5.863 5.037 -2.419 0.08
H -5.055 3.829 -3.390 0.06
H -4.352 5.454 -3.241 0.09
H -4.429 5.229 0.321 0.08
H -2.727 5.288 -0.394 0.08
H -3.961 6.296 -1.065 0.11
C 4.732 2.097 1.751 -0.30
O 4.029 2.781 2.518 -0.03
N 5.042 0.742 1.934 -0.15
C 4.544 0.031 3.092 -0.04
C 5.880 0.038 0.975 -0.04
H 5.301 2.515 0.871 0.13
H 5.161 0.344 3.911 0.09
H 4.730 -0.989 2.977 0.06
H 3.516 0.146 3.314 0.04
H 5.362 -0.650 0.370 0.05
H 6.272 0.771 0.335 0.05
H 6.603 -0.607 1.481 0.11
C -2.288 0.306 7.735 -0.33
O -1.862 -0.229 6.711 0.00
N -1.801 0.243 8.985 -0.17
C -2.669 0.712 10.022 -0.06
C -0.870 -0.820 9.309 -0.02
H -3.021 1.104 7.693 0.12
H -3.433 1.434 9.673 0.10
H -2.149 1.078 10.931 0.11
H -3.254 -0.132 10.339 0.09
H 0.094 -0.695 8.883 0.07
H -0.831 -0.986 10.357 0.08
H -1.229 -1.769 8.934 0.08
C 0.575 0.178 -6.582 -0.38
O 1.400 -0.571 -6.189 0.04
N 0.116 0.245 -7.849 -0.21
C -1.043 0.966 -8.208 -0.06
C 0.811 -0.543 -8.794 -0.06
H 0.009 0.872 -5.935 0.13
H -1.268 1.768 -7.466 0.09
H -1.911 0.313 -8.254 0.08
H -0.875 1.412 -9.211 0.10
H 1.901 -0.365 -8.583 0.11
H 0.534 -1.609 -8.701 0.09
H 0.661 -0.265 -9.864 0.10
C 1.405 0.317 5.445 -0.27
O 2.021 -0.387 4.645 -0.03
N 2.001 0.946 6.541 -0.17
C 1.165 1.881 7.251 -0.05
C 3.396 0.852 6.764 -0.05
H 0.340 0.623 5.288 0.14
H 1.265 1.742 8.323 0.09
H 0.121 1.698 6.932 0.08
H 1.420 2.879 6.984 0.05
H 3.747 1.718 7.355 0.11
H 3.710 -0.044 7.273 0.08
H 3.980 0.749 5.843 0.08
C 2.824 -3.829 2.518 -0.32
O 3.281 -2.807 2.016 -0.02
N 1.597 -4.045 2.994 -0.15
C 1.340 -5.368 3.646 -0.01
C 0.550 -3.057 3.026 -0.04
H 3.488 -4.736 2.603 0.14
H 2.083 -6.132 3.448 0.07
H 0.370 -5.679 3.364 0.07
H 1.308 -5.194 4.774 0.10
H -0.112 -3.053 2.190 0.07
H -0.060 -3.191 3.919 0.08
H 1.034 -2.081 3.180 0.07
C -3.029 1.794 3.046 -0.38
O -1.948 1.649 3.560 0.00
N -4.212 1.846 3.693 -0.17
C -5.463 2.175 3.034 -0.06
C -4.278 1.831 5.137 -0.04
H -3.223 1.842 1.961 0.11
H -5.297 2.120 1.941 0.09
H -5.840 3.101 3.480 0.09
H -6.264 1.482 3.159 0.06
H -4.322 2.857 5.561 0.09
H -5.190 1.284 5.365 0.09
H -3.413 1.223 5.477 0.07
C 2.046 -6.474 -2.615 -0.38
O 2.735 -7.400 -3.048 -0.02
N 1.092 -6.548 -1.711 -0.17
C 0.355 -5.390 -1.271 -0.06
C 0.751 -7.782 -0.960 -0.01
H 2.246 -5.400 -2.881 0.12
H 0.653 -4.554 -1.854 0.06
H 0.707 -5.136 -0.245 0.10
H -0.739 -5.544 -1.238 0.09
H 1.694 -8.332 -0.861 0.07
H 0.316 -7.459 -0.013 0.08
H -0.017 -8.312 -1.553 0.10
C -1.037 4.050 5.385 -0.32
O -2.125 4.354 5.893 -0.02
N 0.108 4.757 5.556 -0.18
C 1.320 4.353 4.974 -0.10
C 0.123 5.940 6.420 -0.04
H -0.919 3.251 4.729 0.09
H 1.742 4.915 4.126 0.10
H 1.170 3.349 4.555 0.09
H 2.097 4.248 5.740 0.08
H 0.193 6.887 5.862 0.08
H -0.795 5.957 7.061 0.10
H 1.068 5.904 7.058 0.11
C -0.619 -3.329 6.879 -0.38
O -1.666 -3.946 6.999 0.00
N 0.538 -3.667 7.485 -0.18
C 1.793 -3.041 7.063 -0.05
C 0.528 -4.813 8.408 -0.03
H -0.457 -2.498 6.190 0.12
H 1.710 -2.499 6.148 0.05
H 2.665 -3.763 7.071 0.11
H 2.044 -2.267 7.819 0.08
H 0.753 -4.579 9.453 0.09
H -0.472 -5.209 8.472 0.07
H 1.169 -5.541 7.927 0.09
C 3.174 6.332 -1.946 -0.35
O 3.441 5.492 -2.803 -0.04
N 2.957 6.032 -0.691 -0.17
C 2.334 7.027 0.238 -0.02
C 2.969 4.650 -0.266 -0.04
H 2.944 7.383 -2.251 0.15
H 1.312 6.717 0.426 0.07
H 2.509 8.071 -0.067 0.08
H 2.967 7.023 1.222 0.12
H 3.856 4.412 0.348 0.09
H 2.155 4.484 0.407 0.07
H 2.950 3.869 -1.036 0.08
C 3.864 -6.824 0.040 -0.36
O 3.076 -6.869 0.978 -0.01
N 4.628 -7.803 -0.422 -0.18
C 5.398 -7.550 -1.620 -0.05
C 4.475 -9.120 0.087 -0.05
H 3.929 -5.856 -0.623 0.16
H 6.314 -8.224 -1.680 0.12
H 5.837 -6.583 -1.548 0.07
H 4.815 -7.643 -2.514 0.06
H 3.602 -9.691 -0.247 0.09
H 5.258 -9.739 -0.388 0.09
H 4.517 -9.194 1.178 0.10
```